{"formula": "C6H9N", "method": "the ωB97M-V functional and the def2-TZVPD basis", "gap_ev": 8.957, "elements": ["N", "C", "C", "C", "C", "C", "C", "H", "H", "H", "H", "H", "H", "H", "H", "H"], "positions_angstrom": [[-0.5689, -1.2412, 0.0753], [-0.5738, 0.9661, -0.2720], [0.7212, -0.8370, 0.2792], [0.7426, 0.5203, 0.0506], [1.9908, -1.6428, 0.3697], [-1.3970, -0.1333, -0.1231], [-1.0846, 2.3662, -0.3899], [2.6151, -0.9854, 0.9707], [-0.4820, 2.8838, -1.1485], [2.4216, -1.9827, -0.5715], [-0.9593, 2.9807, 0.4996], [1.8434, -2.5672, 0.9240], [-2.0771, 2.3229, -0.8404], [1.4937, 1.3012, 0.0270], [-2.3861, -0.2728, 0.2922], [-0.8523, -2.1218, -0.2933]], "mulliken_charge": [-0.11, 0.51, 0.04, -0.31, -1.09, -0.59, -1.19, 0.29, 0.32, 0.27, 0.28, 0.35, 0.33, 0.36, 0.33, 0.22]}

=====

{"formula": "C6H9N", "method": "the ωB97M-V functional and the def2-TZVPD basis", "gap_ev": 9.577, "elements": ["N", "C", "C", "C", "C", "C", "C", "H", "H", "H", "H", "H", "H", "H", "H", "H"], "positions_angstrom": [[-0.0222, -1.5354, -0.8245], [0.7785, -0.2723, -1.3510], [-0.1698, 0.0577, 0.8331], [-0.2523, 0.7137, 1.9820], [-0.1660, -1.4373, 0.6239], [-0.4831, 1.8267, -0.9391], [-0.0628, 0.6208, -0.5238], [1.8476, -0.2439, -1.0794], [-0.4432, 0.1988, 2.9107], [0.3209, -2.4311, -1.1513], [-1.1113, -1.8908, 0.9445], [-1.0024, 2.4927, -0.2803], [-0.2542, 1.7925, 2.0173], [-0.2598, 2.1901, -1.9282], [0.6295, -0.1699, -2.4261], [0.6507, -1.9124, 1.1921]], "mulliken_charge": [-0.43, -0.47, 0.41, -1.08, -0.52, -1.18, 0.70, 0.21, 0.30, 0.22, 0.29, 0.30, 0.29, 0.28, 0.38, 0.29]}

=====

{"formula": "C6H9N", "method": "the ωB97M-V functional and the def2-TZVPD basis", "gap_ev": 9.288, "elements": ["N", "C", "C", "C", "C", "C", "C", "H", "H", "H", "H", "H", "H", "H", "H", "H"], "positions_angstrom": [[-2.2467, 0.5286, -0.3803], [2.2547, 0.2859, 0.0683], [-0.6579, -0.9642, -0.7380], [1.1062, -0.1866, 0.9699], [-0.2295, -0.0706, 0.3006], [-1.2487, 0.8021, 0.5166], [-1.9030, -0.5704, -1.1153], [1.9060, 1.0417, -0.6347], [1.2214, -1.2328, 1.2612], [-3.1807, 0.9015, -0.4083], [3.1008, 0.7207, 0.6099], [-1.2714, 1.6431, 1.1864], [-2.5713, -0.9560, -1.8701], [2.6539, -0.5233, -0.5411], [1.1436, 0.3626, 1.9122], [-0.0774, -1.7824, -1.1373]], "mulliken_charge": [-0.01, -1.09, -0.52, -0.54, 0.59, -0.76, -0.58, 0.34, 0.29, 0.20, 0.33, 0.37, 0.39, 0.29, 0.32, 0.37]}

=====

{"formula": "C6H9N", "method": "the ωB97M-V functional and the def2-TZVPD basis", "gap_ev": 11.949, "elements": ["N", "C", "C", "C", "C", "C", "C", "H", "H", "H", "H", "H", "H", "H", "H", "H"], "positions_angstrom": [[1.7264, -2.2036, -0.5120], [1.1957, -1.1978, -0.3004], [-1.5579, -0.7102, -0.0890], [1.4404, 1.1943, 0.1765], [-0.7252, 0.2020, -1.0147], [0.4585, 0.0454, -0.0144], [-0.6148, -0.2840, 1.0654], [-0.9607, 0.6404, 1.5412], [0.9068, 2.1185, 0.4242], [2.1507, 0.9653, 0.9781], [-1.1012, 1.2306, -0.9622], [-0.3533, -1.0037, 1.8479], [-1.3921, -1.7577, -0.3598], [-0.5561, -0.0773, -2.0609], [2.0144, 1.3543, -0.7433], [-2.6317, -0.5163, 0.0232]], "mulliken_charge": [-0.53, 0.04, -0.55, -1.66, -0.80, 1.32, -0.81, 0.31, 0.41, 0.37, 0.32, 0.30, 0.25, 0.30, 0.36, 0.37]}

=====

{"formula": "C6H9N", "method": "the ωB97M-V functional and the def2-TZVPD basis", "gap_ev": 8.440, "elements": ["N", "C", "C", "C", "C", "C", "C", "H", "H", "H", "H", "H", "H", "H", "H", "H"], "positions_angstrom": [[0.0204, -0.6267, -0.0842], [2.5038, -0.7365, -0.1719], [-1.0262, 0.1833, 0.1091], [-2.4465, -0.2746, 0.0663], [1.0586, 1.3734, 0.3776], [-0.4502, 1.4560, 0.3594], [1.2323, 0.0336, 0.0236], [-3.1146, 0.5884, 0.1033], [-1.0147, 2.3006, 0.7412], [2.5872, -1.1630, -1.1798], [2.6174, -1.5595, 0.5457], [0.1289, 1.8370, -0.6064], [-2.6934, -0.9206, 0.9163], [-0.0729, -1.6062, -0.3212], [3.3442, -0.0555, -0.0284], [-2.6744, -0.8296, -0.8506]], "mulliken_charge": [-0.05, -1.24, 0.52, -1.19, -1.32, -0.40, 0.84, 0.31, 0.47, 0.30, 0.31, 0.28, 0.29, 0.24, 0.31, 0.32]}

=====

{"formula": "C6H9N", "method": "the ωB97M-V functional and the def2-TZVPD basis", "gap_ev": 8.878, "elements": ["N", "C", "C", "C", "C", "C", "C", "H", "H", "H", "H", "H", "H", "H", "H", "H"], "positions_angstrom": [[-1.6569, -0.2272, -0.1226], [-0.4356, -0.1106, 0.5014], [-1.5208, -0.0522, -1.4744], [0.5002, 0.1308, -0.4806], [1.9849, 0.2961, -0.3577], [-0.3200, -0.2617, 1.9868], [-0.1942, 0.1735, -1.7235], [-0.1866, -1.3079, 2.2887], [-2.5316, -0.3701, 0.3531], [0.2795, 0.3731, -2.6763], [2.3231, 1.0703, -1.0581], [-2.3754, -0.0918, -2.1338], [-1.2147, 0.1195, 2.4958], [2.2977, 0.5827, 0.6524], [0.5350, 0.3030, 2.3704], [2.5154, -0.6275, -0.6217]], "mulliken_charge": [0.02, -0.13, -0.60, 1.04, -1.24, -1.27, -0.60, 0.25, 0.19, 0.39, 0.32, 0.39, 0.35, 0.32, 0.32, 0.24]}

=====

{"formula": "C6H9N", "method": "the ωB97M-V functional and the def2-TZVPD basis", "gap_ev": 8.882, "elements": ["N", "C", "C", "C", "C", "C", "C", "H", "H", "H", "H", "H", "H", "H", "H", "H"], "positions_angstrom": [[1.0695, 0.8802, 0.0941], [3.1854, 0.0799, 0.4107], [-0.2885, 0.9451, -0.2499], [1.7762, -0.2131, -0.0222], [-1.7587, -1.1095, -0.7494], [-0.9423, -0.1257, -0.5761], [-2.9498, -0.8129, 0.1336], [-2.9515, 0.2465, 0.4436], [-0.7126, 1.9337, -0.2923], [1.4906, 1.7589, 0.3768], [-3.8420, -0.9778, -0.4597], [3.2911, 0.4888, 1.4249], [3.7273, 0.7780, -0.2430], [-1.8327, -1.6326, -1.6999], [-2.9785, -1.4374, 1.0108], [3.7494, -0.8401, 0.3951]], "mulliken_charge": [0.03, -0.93, -0.43, -0.45, -0.25, 0.08, -0.84, 0.28, 0.40, 0.35, 0.30, 0.32, 0.31, 0.30, 0.24, 0.29]}

=====

{"formula": "C6H9N", "method": "the ωB97M-V functional and the def2-TZVPD basis", "gap_ev": 9.148, "elements": ["N", "C", "C", "C", "C", "C", "C", "H", "H", "H", "H", "H", "H", "H", "H", "H"], "positions_angstrom": [[-0.4835, 1.4246, 0.0519], [1.9486, 1.5956, 0.3704], [0.6608, 0.8545, 0.0664], [-2.4756, -0.7700, -0.1610], [-0.0677, -1.5906, -0.3156], [-1.5252, -1.7113, -0.1833], [0.8266, -0.5853, -0.2134], [-1.8506, -2.7497, -0.1166], [2.3154, 1.3348, 1.3703], [0.3962, -2.5583, -0.5129], [1.8679, -0.8861, -0.3305], [-3.5162, -1.0706, -0.0573], [-0.3836, 2.4147, 0.2823], [2.7374, 1.3355, -0.3436], [-2.2411, 0.2845, -0.2393], [1.7905, 2.6777, 0.3323]], "mulliken_charge": [-0.57, -1.27, 0.94, -0.63, -0.29, -0.24, -0.37, 0.24, 0.28, 0.25, 0.22, 0.24, 0.18, 0.32, 0.33, 0.38]}

=====

{"formula": "C6H9N", "method": "the ωB97M-V functional and the def2-TZVPD basis", "gap_ev": 9.819, "elements": ["N", "C", "C", "C", "C", "C", "C", "H", "H", "H", "H", "H", "H", "H", "H", "H"], "positions_angstrom": [[1.8285, 0.1323, -0.3148], [1.1522, 1.5908, -0.0851], [-1.1389, -0.1008, 1.1212], [0.5186, 0.5767, -0.8649], [-0.2437, -0.3991, -0.0357], [1.0414, -1.1526, 0.1334], [-1.6932, -0.6248, -0.1813], [1.2288, -1.6919, 1.0750], [-2.1510, 0.1386, -0.8099], [1.5166, 2.4295, -0.7008], [0.4618, 0.6044, -1.9464], [1.1828, -1.8772, -0.6911], [-1.0657, -0.8234, 1.9344], [0.7966, 1.9313, 0.8816], [-2.1086, -1.6179, -0.2713], [-1.3331, 0.9174, 1.4469]], "mulliken_charge": [-0.49, -0.44, -0.91, -0.22, 0.51, -0.40, -0.55, 0.33, 0.25, 0.26, 0.41, 0.22, 0.24, 0.26, 0.26, 0.27]}

=====

{"formula": "C6H9N", "method": "the ωB97M-V functional and the def2-TZVPD basis", "gap_ev": 9.153, "elements": ["N", "C", "C", "C", "C", "C", "C", "H", "H", "H", "H", "H", "H", "H", "H", "H"], "positions_angstrom": [[1.1916, 1.3630, -0.1374], [2.2691, 0.5952, -0.0081], [-1.3395, 1.5104, -0.1696], [0.1392, -0.6004, 0.0878], [-0.0825, 0.7122, -0.0664], [1.6297, -0.7590, 0.1149], [-0.8476, -1.7184, 0.2075], [2.0680, -1.1864, -0.7962], [-0.6804, -2.4772, -0.5675], [2.0474, -1.3692, 0.9111], [1.2646, 2.3621, -0.2726], [-1.3832, 2.0701, -1.1121], [-1.8792, -1.3643, 0.1109], [-0.7586, -2.2262, 1.1763], [-2.2133, 0.8541, -0.1292], [-1.4253, 2.2340, 0.6508]], "mulliken_charge": [0.14, -0.73, -1.30, 0.97, -0.08, -0.43, -1.23, 0.26, 0.29, 0.41, 0.20, 0.33, 0.29, 0.28, 0.28, 0.31]}

=====

{"formula": "C6H9N", "method": "the ωB97M-V functional and the def2-TZVPD basis", "gap_ev": 9.823, "elements": ["N", "C", "C", "C", "C", "C", "C", "H", "H", "H", "H", "H", "H", "H", "H", "H"], "positions_angstrom": [[1.1752, -0.2978, 0.0666], [-1.6247, 1.5149, 0.1148], [0.3376, 2.1966, -1.4769], [1.4299, -1.7126, 0.2939], [0.5795, -0.9309, 1.2271], [-0.4101, 1.4035, -0.7685], [0.2623, 0.0288, -1.0149], [2.4526, -1.9762, 0.5622], [-0.4926, -1.1255, 1.1958], [-1.3626, 1.2837, 1.1563], [-0.5873, -0.6777, -1.1108], [0.8261, -0.0109, -1.9590], [-2.4047, 0.8102, -0.2144], [0.9480, -0.5978, 2.1935], [0.9260, -2.4315, -0.3555], [-2.0552, 2.5232, 0.0896]], "mulliken_charge": [-0.28, -1.10, -0.58, -0.37, -0.44, 0.72, -0.67, 0.25, 0.26, 0.28, 0.39, 0.46, 0.29, 0.23, 0.23, 0.33]}

=====

{"formula": "C6H9N", "method": "the ωB97M-V functional and the def2-TZVPD basis", "gap_ev": 8.838, "elements": ["N", "C", "C", "C", "C", "C", "C", "H", "H", "H", "H", "H", "H", "H", "H", "H"], "positions_angstrom": [[0.5745, 1.1992, 0.5211], [-1.2086, 0.0034, -0.0644], [-2.5938, -0.5172, -0.3565], [-0.8464, 1.3152, 0.3267], [-0.0415, -0.7865, -0.1232], [2.5208, -0.2853, 0.1706], [1.0574, -0.0030, 0.1981], [3.0432, 0.3393, -0.5672], [2.6931, -1.3294, -0.0917], [2.9723, -0.0951, 1.1487], [-2.8544, -1.3563, 0.3064], [-3.3500, 0.2584, -0.2112], [1.0476, 1.9652, 0.9728], [-2.6712, -0.8922, -1.3833], [-0.3667, 2.0122, -0.4367], [0.0236, -1.8279, -0.4100]], "mulliken_charge": [-0.11, 0.69, -1.17, -0.82, -0.43, -1.16, 0.31, 0.29, 0.30, 0.31, 0.28, 0.31, 0.28, 0.29, 0.24, 0.38]}